Entry 1:
Molecular formula: C2H3NO2
Method: DFT, the ωB97M-V functional and the def2-TZVPD basis

Geometry as ORCA input:
```
! RIJCOSX wB97M-V def2-TZVPD def2/J DEFGRID3
* xyz 0 1
C 1.23 1.87 -0.95
C 0.29 0.98 -0.32
N 2.10 2.48 -1.40
O -0.38 -1.60 -0.79
O 0.53 -0.63 -1.11
H 0.56 0.95 0.79
H -0.73 1.44 -0.52
H -0.06 -2.19 -0.02
*
```

- frontier orbital gap (eV) = 10.4
- HOMO level (eV) = -10.69
- energy relative to the best compared isomer or geometry (same formula, charge and spin) (eV) = 5.459
- largest force on an atom (eV/Å) = 3.8

=====

Entry 2:
Molecular formula: C2H3NO2
Method: DFT, the ωB97M-V functional and the def2-TZVPD basis

Geometry as ORCA input:
```
! RIJCOSX wB97M-V def2-TZVPD def2/J DEFGRID3
* xyz 0 1
N -1.14 -0.20 0.22
C -0.25 0.72 -0.22
O -0.51 1.81 -0.68
C 1.21 0.25 -0.09
O 1.34 -1.02 0.17
H -2.13 -0.04 0.09
H -0.82 -1.13 0.46
H 2.30 -0.37 0.06
*
```

- frontier orbital gap (eV) = 8.8
- HOMO level (eV) = -9.32
- energy relative to the best compared isomer or geometry (same formula, charge and spin) (eV) = 3.978
- largest force on an atom (eV/Å) = 0.4

=====

Entry 3:
Molecular formula: C2H3NO2S
Method: DFT, the ωB97M-V functional and the def2-TZVPD basis

Geometry as ORCA input:
```
! RIJCOSX wB97M-V def2-TZVPD def2/J DEFGRID3
* xyz 0 1
C 0.40 2.47 -0.07
C 0.04 1.31 -0.09
N -0.63 -1.29 0.26
O -2.05 0.32 -1.33
O -2.11 0.44 1.27
S -1.36 0.17 0.11
H 0.52 3.47 -0.39
H -1.31 -1.98 -0.15
H 0.02 -1.26 -0.52
*
```

- frontier orbital gap (eV) = 10.9
- SMILES string = C#CS(N)(=O)=O
- HOMO level (eV) = -10.80
- energy relative to the best compared isomer or geometry (same formula, charge and spin) (eV) = 4.806
- largest force on an atom (eV/Å) = 7.2

=====

Entry 4:
Molecular formula: C2H3NO2S
Method: DFT, the ωB97M-V functional and the def2-TZVPD basis

Geometry as ORCA input:
```
! RIJCOSX wB97M-V def2-TZVPD def2/J DEFGRID3
* xyz 0 1
C 0.37 -1.60 0.41
C -0.63 1.58 -0.64
H -0.37 -2.13 -0.18
H 0.85 0.38 0.70
H -1.42 1.90 -1.34
N 0.23 -0.27 0.36
O -0.73 0.25 -0.51
O 0.19 2.26 -0.07
S 1.51 -2.36 1.28
*
```

- frontier orbital gap (eV) = 9.2
- SMILES string = O=CONC=S
- HOMO level (eV) = -8.88
- energy relative to the best compared isomer or geometry (same formula, charge and spin) (eV) = 2.517
- largest force on an atom (eV/Å) = 2.0

=====

Number 1: E_tot -283.05738 Eh. Number 2: E_tot -283.11180 Eh. Number 3: E_tot -681.28270 Eh. Number 4: E_tot -681.36681 Eh.